(1)
Entry from the Open Molecules 2025 dataset: 2 unconnected molecules or ions with the total composition C3H8NP in a non-equilibrium geometry (ωB97M-V/def2-TZVPD).

XYZ file:
```
13
Properties=species:S:1:pos:R:3:forces:R:3
C 0.718 1.348 -0.188 -0.1289 1.0569 -0.2912
N 0.287 -0.419 1.566 1.8384 0.7854 -0.6264
H 0.378 1.712 -1.258 0.6702 -1.3085 2.0422
P -0.584 -1.461 2.383 0.6869 0.2353 0.6686
H 0.134 2.057 0.526 1.3956 -0.8808 -0.9581
C -1.147 -0.363 -0.372 -0.6671 2.8925 3.7390
H -1.295 -1.245 -0.809 0.0024 -3.5200 -2.2882
H -1.593 0.450 -0.934 0.1841 0.0431 -0.2821
H 0.194 -1.241 3.602 -0.6547 -0.3414 -0.3340
H 1.421 -1.492 -0.557 -1.0462 1.5561 0.6867
C 0.225 -0.039 0.242 -1.3507 -1.2654 -1.1877
H -1.804 -0.503 0.570 0.4643 0.5691 -1.4744
H 1.843 1.446 -0.134 -1.3943 0.1775 0.3056
```
Forces are in eV/Å.

- Orbital gap (spin up / spin down): 7.4 / 7.5 eV
- Relative energy (zero: lowest compared OMol25 entry of this formula, charge and spin): 107.2 kcal per mole
- HOMO level (spin up / spin down): -8.41 / -8.81 eV

---

(2)
Entry from the Open Molecules 2025 dataset: a molecular structure, C42H37N6O11S6SeW in a non-equilibrium geometry (ωB97M-V/def2-TZVPD).

XYZ file:
```
104
Properties=species:S:1:pos:R:3:forces:R:3
N 1.512 -2.432 -1.025 0.2226 -0.5250 0.1572
H -1.417 2.689 3.171 0.0548 -0.1533 0.0688
C -3.342 2.744 -2.068 0.2105 0.1700 -0.2326
H -1.306 2.956 -2.680 -0.0239 0.0428 0.0008
H 0.482 -2.390 1.377 0.0205 0.3192 -0.1646
S -4.843 3.533 -2.419 0.4949 0.2942 -0.5651
O 3.432 -4.308 2.963 0.2560 -0.0917 0.3462
C -0.013 -1.411 1.402 -0.3500 -0.7471 0.6782
H 2.644 1.644 0.698 -0.0764 0.0322 0.0468
H 2.934 -7.064 3.541 0.1489 -0.0843 -0.0294
C 2.234 1.465 1.687 -0.2067 -0.3299 -0.1572
O -0.592 -1.158 -2.129 -0.2933 -0.5700 1.2118
C 3.541 2.805 -3.160 -0.0660 -0.0686 0.1484
C -2.902 5.903 1.656 0.0380 0.0491 0.0123
S -3.458 -0.858 -2.610 -1.4749 0.0821 -0.1261
C 1.292 0.452 1.874 0.6470 0.7956 0.4686
H -2.051 5.220 -0.192 0.0239 -0.0036 -0.1670
C 4.077 -4.802 -0.142 0.3393 -0.1480 0.1822
N 0.782 -0.346 0.877 -1.2570 -0.1512 -1.0732
C -4.040 4.698 -3.399 -0.2078 -0.1688 0.1986
C 1.239 0.971 4.253 0.0676 0.0458 -0.0773
H -5.562 3.223 2.850 -0.1060 0.0691 0.2128
S -4.854 3.083 0.537 0.1508 -0.2753 0.7088
C 2.630 -2.793 -0.417 -0.0340 -0.1865 -0.3057
C -5.017 -1.421 -3.082 0.3740 -0.1595 -0.0284
C 0.813 0.220 3.182 0.1175 -0.2227 -0.5242
C -0.871 2.920 0.592 0.8459 -0.4079 -0.5812
H 5.330 2.537 -4.290 0.0405 0.0438 -0.0716
C -3.535 1.038 1.319 -0.1584 -0.0978 -0.1586
N 0.621 2.497 -0.988 -0.7014 0.3624 -0.2768
H 3.465 -2.341 1.471 0.1065 0.1204 0.0697
H -3.631 6.327 3.621 -0.0463 0.0379 0.0778
S -0.339 -1.094 3.208 -0.1150 0.0115 -0.0363
H 0.723 -6.901 4.844 0.0293 -0.0622 -0.0318
C -1.832 3.598 2.765 0.0668 -0.0036 -0.1852
C -4.960 2.629 2.191 -0.1166 0.0983 -0.5065
H 4.479 -1.882 0.079 0.0808 0.0473 0.0724
S -1.524 -1.501 0.403 1.3575 0.8441 -0.6557
H 3.652 -0.992 -2.541 -0.0093 -0.2137 -0.0272
H -5.093 -2.307 -3.678 -0.0529 -0.2808 -0.1207
C -3.268 1.499 -1.207 -0.5949 0.2765 0.2737
O 2.893 -6.598 -1.857 0.0137 0.0377 -0.1107
C -2.536 4.485 3.560 0.0391 0.1205 0.0712
O 1.652 0.208 -1.433 0.1165 -0.3016 0.3439
C 3.643 0.071 -2.708 -0.4002 -0.1310 0.4153
O -0.136 1.127 -2.994 -0.1424 0.4583 1.2837
H 0.203 -3.462 -2.329 -0.0638 -0.1074 -0.0791
C -3.071 5.637 3.006 -0.0256 0.0129 0.0839
H 3.354 3.030 2.605 0.0606 0.0473 0.0045
C -2.185 5.029 0.861 0.1071 -0.0213 0.0623
O -1.166 -0.645 -4.714 -1.4071 -0.1393 -0.5009
H 3.063 -6.653 0.354 -0.0394 -0.0338 0.0033
C 2.640 2.235 2.768 0.1309 0.0759 0.0091
H 0.317 -5.510 3.826 -0.1389 0.0377 0.0544
C -4.208 1.533 2.458 -0.1790 -0.0670 -0.0138
H 5.423 0.105 -3.867 0.0387 -0.1030 -0.0756
C 4.611 0.689 -3.460 -0.0451 0.0774 0.1371
C 1.098 -3.493 -1.736 0.4411 -0.5909 0.0571
H -4.613 5.482 -3.853 -0.1133 0.1925 -0.1554
H 0.860 0.760 5.240 -0.0633 -0.0017 0.1824
C 4.562 2.061 -3.698 0.0802 0.1039 -0.0620
H 2.494 2.601 4.871 -0.0045 0.0263 0.0572
H -2.672 4.266 4.609 -0.0228 0.0113 0.0840
C 2.571 0.798 -2.161 0.6385 1.2533 -0.5683
C 2.037 -6.588 3.158 0.2346 0.6265 -0.4644
H 3.027 -0.936 0.479 0.0277 -0.0964 -0.0582
H 1.510 -7.251 2.478 0.0187 -0.0868 -0.1558
S 2.578 -5.150 2.166 0.7153 -0.7630 -0.1174
C 1.134 -6.079 4.260 -0.0231 0.2019 0.0385
H -7.075 -0.813 -2.822 -0.1485 -0.1124 -0.0749
C -6.031 -0.633 -2.633 0.1256 -0.1626 -0.1660
H -6.188 1.222 -1.462 -0.0713 0.1006 0.1460
H 4.499 -6.299 1.352 0.0425 -0.0515 0.0833
C 3.633 -5.874 0.851 -0.6464 0.2738 0.5625
C 3.458 -1.934 0.459 -0.0655 0.0966 0.0880
O -0.824 1.664 0.868 0.1216 -0.1228 -0.4171
H 1.578 4.086 -1.856 -0.0479 -0.1706 0.1688
H -2.907 0.161 1.325 0.0155 0.1585 0.0381
C 1.992 -4.541 -1.570 -0.4603 1.0253 0.1842
O -1.959 0.991 -1.224 0.1973 -0.0829 -0.4521
Se -0.141 -0.416 -3.536 0.5778 -0.5636 -5.5327
H 4.713 -4.082 0.374 -0.0033 -0.0341 -0.1086
C -3.764 1.778 0.202 -0.1548 0.2024 0.1686
C -2.309 3.344 -2.714 0.0582 -0.2510 0.1737
C -1.649 3.868 1.414 -0.2141 -0.0031 0.3093
H -3.349 6.790 1.226 0.0256 0.0430 -0.0655
H 1.694 -5.423 4.920 -0.0141 0.0748 0.1300
N -0.163 3.449 -0.371 0.0618 0.3849 0.2340
N 2.974 -4.071 -0.711 -0.0146 0.0059 -0.4325
H -2.022 5.070 -4.047 0.0776 0.1306 -0.1003
C 2.545 2.204 -2.377 0.1094 -0.9263 -0.1925
H 3.505 3.874 -3.324 -0.0550 0.0946 0.0111
H 4.640 -5.285 -0.950 -0.0516 0.1146 0.3199
N 1.981 -5.813 -2.137 -0.2589 -0.5575 -0.3396
C -2.706 4.472 -3.470 -0.1294 0.0858 -0.0451
C -4.195 0.475 -1.819 0.5541 -0.5094 0.0261
C -5.555 0.468 -1.896 0.3438 0.1228 0.1720
H -4.130 1.083 3.431 0.0440 -0.0797 0.2515
W -0.227 0.331 -0.922 -0.4111 2.0505 4.8849
C 2.156 1.995 4.042 0.0215 0.1124 0.0147
O 1.060 -6.102 -2.883 0.0696 0.1187 0.0845
O 1.291 -0.889 -3.992 1.6038 -0.6416 0.0528
C 1.543 2.999 -1.751 -0.5138 -0.3653 0.6456
O 1.421 -4.543 1.577 -0.5861 -0.1922 -0.1815
```
Forces are in eV/Å.

- Orbital gap: 6.0 eV
- Net charge: -1
- Relative energy (zero: lowest compared OMol25 entry of this formula, charge and spin): 81.5 kcal per mole
- HOMO level: -4.73 eV

---

(3)
Entry from the Open Molecules 2025 dataset: C27H37N3O4 in the gas phase (ωB97M-V/def2-TZVPD).

XYZ file:
```
71
Properties=species:S:1:pos:R:3:forces:R:3
H -0.210 -6.640 0.651 0.0251 -0.0932 -0.0151
H 5.521 1.937 -2.724 0.0432 0.0909 -0.0405
C 4.598 2.366 -2.330 -0.0949 -0.1637 0.2537
C 2.002 3.007 1.661 0.2466 -0.0298 0.1226
H -7.513 -0.491 0.327 0.0156 0.0262 -0.0285
H 4.483 3.359 -2.767 0.0952 0.0854 -0.0530
C -0.768 -3.321 0.972 0.0556 -0.5289 0.0467
H -2.279 -2.476 2.263 -0.0383 0.1007 0.0229
H -8.196 -0.239 -1.298 0.0332 0.0407 0.0800
N 1.158 2.178 0.834 0.2282 0.3325 -0.1589
C -3.423 -0.150 0.941 0.2834 -0.1564 -0.1277
H -1.840 -8.318 0.986 0.0214 0.0090 0.0371
O -2.245 -6.923 2.469 -0.0797 0.3292 0.0583
H -0.654 -8.248 2.321 -0.0337 0.0055 -0.0252
H -1.034 -0.726 1.906 -0.0422 -0.0339 -0.2422
C 2.210 6.392 -1.634 -0.0885 -0.2277 0.0005
C -2.754 -1.502 -0.912 -0.0891 0.1025 0.0852
C 3.510 4.556 -0.495 -0.3965 -0.0092 -0.2571
H 3.747 1.798 1.391 -0.0043 0.0407 0.0108
H 3.090 6.708 -2.189 0.0823 0.0908 -0.0643
C -7.319 -0.084 -0.671 -0.1529 0.1052 0.0991
C 3.460 2.839 1.223 -0.2481 0.0646 0.1696
C -4.038 -1.455 -1.409 -0.2087 0.0849 -0.0228
H 4.106 3.474 1.851 0.0025 -0.0450 -0.0412
C 0.769 -1.889 -0.319 0.3691 0.3946 -0.2893
O 0.240 0.965 2.500 0.0122 -0.1181 0.4308
H 2.164 6.968 -0.712 -0.0064 0.1202 0.0723
C -5.035 -0.749 -0.734 0.1606 -0.0286 0.0020
N -0.308 -2.085 0.483 -0.1580 0.2760 0.1374
H 1.374 4.600 -0.792 -0.0391 -0.1078 0.0095
H 2.494 1.900 -2.334 -0.1498 -0.0218 0.0128
C 3.419 1.490 -2.733 0.1992 0.1751 -0.0625
H 0.595 -4.514 -0.171 0.0005 0.0272 0.0022
H -7.116 0.989 -0.594 -0.0025 -0.0435 0.0131
C 4.739 2.477 -0.811 0.1457 0.0378 -0.2653
H -1.996 -2.055 -1.446 0.0743 -0.1131 -0.0518
H 5.682 3.002 -0.573 -0.0537 -0.0556 0.0490
H -4.299 -1.961 -2.325 -0.0372 -0.0709 -0.1172
H -2.280 -8.916 2.604 0.0707 0.0135 -0.0635
C -2.270 -4.584 2.372 0.0388 -0.2683 -0.0065
O 1.539 -2.723 -0.745 0.1295 -0.1421 -0.0821
C 2.274 4.900 -1.331 0.2903 0.3117 0.1001
C -0.213 -4.523 0.541 0.0994 0.1358 -0.1310
C -1.810 -3.374 1.899 0.0839 -0.0040 0.0061
H 0.734 -0.265 -1.702 0.0657 -0.0366 0.0110
C 0.885 -0.404 -0.631 -0.0155 -0.1275 -0.0733
H 2.304 4.340 -2.267 -0.0262 -0.1220 -0.0009
C -0.674 -5.737 1.016 -0.2226 -0.2870 0.2065
H -3.182 0.363 1.861 0.0233 0.0453 0.1405
H 4.404 4.880 -1.039 0.0211 0.0105 0.0607
H -0.820 0.934 -0.399 0.0575 -0.0829 0.0899
H 3.545 0.480 -2.352 -0.0441 -0.1475 0.0398
H 1.690 4.052 1.571 0.0420 -0.0064 0.1042
H -3.075 -4.621 3.088 -0.1012 0.0110 0.0864
H 1.871 2.687 2.697 -0.0019 0.1169 -0.0890
C -1.022 -0.862 0.815 -0.2674 0.3074 0.1699
H 1.898 -0.077 -0.392 0.0049 -0.0346 -0.0710
H 3.336 1.439 -3.816 -0.0799 -0.0571 -0.0922
O -6.268 -0.765 -1.311 0.2508 -0.1506 -0.1110
C -2.431 -0.854 0.276 -0.0672 0.0523 0.1014
C -4.715 -0.092 0.449 -0.3870 0.0503 -0.1261
H 3.477 5.135 0.436 0.0596 -0.0008 -0.0145
H 4.812 1.466 -0.402 0.0316 0.0277 0.0224
H 1.329 6.624 -2.227 -0.0468 0.1124 -0.0484
C -1.715 -8.160 2.063 0.0781 -0.1744 -0.0630
C -1.711 -5.785 1.938 -0.0125 0.1436 -0.0018
H 1.378 2.228 -0.151 -0.0519 -0.1456 0.0095
C 0.428 1.156 1.317 -0.3352 -0.0526 -0.4934
C -0.186 0.286 0.212 0.0980 -0.0838 0.3075
H -5.459 0.464 0.997 -0.1022 0.0386 0.0206
N 3.596 3.130 -0.194 0.1460 -0.1460 0.1384
```
Forces are in eV/Å.

- Orbital gap: 8.5 eV
- Relative energy (zero: lowest compared OMol25 entry of this formula, charge and spin): 0.0 kcal per mole
- HOMO level: -7.75 eV

---

(4)
Entry from the Open Molecules 2025 dataset: a molecular structure, C29H31BrCeN9OPS in a non-equilibrium geometry (ωB97M-V/def2-TZVPD).

XYZ file:
```
74
Properties=species:S:1:pos:R:3:forces:R:3
C -1.635 1.350 -3.269 0.2264 -0.3388 -0.4283
S -2.952 -0.432 0.062 -0.8621 -0.5235 0.0030
H 2.714 -3.554 1.600 0.0275 -0.0480 -0.0183
C 0.361 0.205 -3.399 0.1685 -0.0600 -0.2170
Br -1.912 6.005 4.757 0.0828 -0.3051 -0.2127
N -3.803 -1.491 2.303 -0.0995 -0.0923 0.1067
C -3.620 4.465 -1.254 0.0543 -0.1146 -0.1360
H -3.436 3.592 3.862 -0.0515 -0.0318 0.0187
H -3.674 -1.958 3.184 -0.0518 -0.0217 0.0683
C 4.189 -0.019 3.218 0.2308 0.0664 -0.0489
O 1.438 1.219 0.391 0.9382 0.2426 0.2846
H 3.890 1.782 0.367 0.0766 0.0300 -0.0847
C -2.418 2.374 -2.542 -0.3190 0.4378 0.1429
N -0.486 0.951 -2.691 -0.1946 0.1363 -0.6866
H 1.456 -6.011 -0.746 -0.0642 0.0467 0.0101
H -0.142 -5.241 -0.895 0.0236 -0.0390 0.0145
C 1.874 0.024 2.456 0.7013 0.6649 -0.6535
C 2.869 -0.355 3.378 -0.2311 0.0139 -0.1413
H 1.304 -0.032 -2.913 -0.1266 -0.0482 -0.0322
H 1.052 -2.580 -2.995 -0.1629 0.0205 0.0501
C -0.116 3.471 2.022 0.0756 0.0611 -0.0185
C -4.101 4.091 -2.499 0.1686 -0.0566 0.2374
H 3.366 -4.961 -1.667 -0.0066 0.0580 -0.0372
C -1.995 0.901 -4.542 0.0924 0.0196 0.2739
H 0.836 -0.790 -5.245 0.0951 -0.0582 0.0245
H -4.039 5.297 -0.710 -0.0258 0.0454 0.0291
H 5.598 1.031 1.984 0.1065 0.0568 -0.0103
H -3.820 2.752 -4.134 -0.0129 -0.0044 -0.0513
H -1.379 -0.224 -6.253 0.0077 -0.0425 -0.0697
C 2.833 -4.007 -1.687 0.0831 -0.0659 -0.0358
C -2.181 2.579 2.446 -0.1656 -0.1176 0.0687
C -2.704 -0.969 1.712 0.2892 0.1974 -0.3392
C -2.564 3.749 -0.714 -0.1134 0.2245 0.1161
H -2.165 4.046 0.249 -0.0222 -0.1007 -0.0557
H 2.574 -0.940 4.237 -0.0796 -0.0816 0.0961
N -1.974 2.719 -1.317 -0.2307 0.1352 -0.3852
H 3.101 -5.046 0.707 -0.0258 0.0700 0.0232
C 0.107 -0.216 -4.696 -0.0878 0.0533 0.0888
H 0.504 -2.775 1.642 -0.1270 -0.0388 -0.1465
C -3.485 3.038 -3.151 0.2077 -0.1796 0.1433
H -4.920 4.622 -2.959 -0.0618 0.0101 -0.0471
C -1.115 0.112 -5.261 0.0789 0.0310 0.2350
C 2.259 0.812 1.319 1.6249 -0.3364 1.4882
C 2.559 -4.098 0.665 0.0868 -0.0697 0.0220
H -2.898 1.784 2.251 0.0913 0.1093 -0.0277
H -2.945 1.160 -4.978 -0.0569 0.0854 -0.0141
C 0.544 -0.434 2.730 -1.1562 -0.2111 -0.2199
H 3.212 -3.406 -2.518 -0.0090 -0.0482 0.0214
N 1.420 -4.283 -1.890 0.0884 -0.3566 -0.3117
C -2.486 3.581 3.350 0.1517 0.1743 0.0490
C 0.337 -3.201 0.647 -0.3507 0.4270 0.0521
H -0.389 -3.351 -2.289 0.0892 0.1266 -0.0633
H -0.721 -3.478 0.564 0.0576 0.1479 0.0694
H 0.446 5.254 3.076 0.0372 0.0134 -0.0100
H 2.863 -1.482 0.501 -0.0241 -0.0180 -0.1710
N -1.029 2.527 1.769 0.0072 0.2227 0.3135
N 1.144 -4.383 0.505 -0.0018 -0.4371 0.3298
N 3.092 -3.314 -0.438 0.5405 -0.1763 0.0286
P 0.710 -1.877 -0.646 0.7006 -1.4354 -0.0013
H -4.590 -1.732 1.725 0.0828 0.0056 0.0698
H 3.061 -1.408 -1.257 -0.0534 0.0256 0.1225
H 0.392 -0.935 3.690 -0.0978 0.0305 -0.1196
C 4.563 0.756 2.121 -0.0155 -0.1450 0.2133
Ce -0.543 0.779 -0.116 -1.4316 1.8977 -2.3324
N -0.482 -0.341 1.937 0.5859 -0.8771 1.3926
C 0.926 -5.055 -0.762 -0.0309 -0.0975 -0.0186
C -0.319 4.510 2.912 -0.2275 0.0532 0.1053
N -1.631 -0.907 2.439 -0.1230 -0.3926 1.0899
C -1.539 4.574 3.575 0.0157 -0.0077 -0.0315
C 0.657 -3.080 -2.104 -0.3390 0.4940 -0.0688
C 2.587 -1.967 -0.440 -0.2494 0.5507 0.0027
C 3.621 1.169 1.215 -0.6064 0.0420 -0.2777
H 0.818 3.391 1.476 -0.0213 0.0022 0.0250
H 4.931 -0.337 3.932 0.0223 -0.0520 0.0938
```
Forces are in eV/Å.

- Orbital gap (spin up / spin down): 6.7 / 6.8 eV
- Net charge: +1
- ⟨S²⟩: 0.751
- Relative energy (zero: lowest compared OMol25 entry of this formula, charge and spin): 2.1 kcal per mole
- HOMO level (spin up / spin down): -9.96 / -10.00 eV
- Multiplicity: 2

---

Which of these has the lowest relative energy (zero: lowest compared OMol25 entry of this formula, charge and spin)?
C27H37N3O4

---

The lowest relative energy (zero: lowest compared OMol25 entry of this formula, charge and spin) belongs to which entry?
C27H37N3O4

---

relative energy (zero: lowest compared OMol25 entry of this formula, charge and spin) of number 3 (C27H37N3O4)?
0.0 kcal per mole

---

Among the records above, which one has the highest relative energy (zero: lowest compared OMol25 entry of this formula, charge and spin)?
C3H8NP